5 unconnected molecules or ions with the total composition C20H46N4O16P3. Source: the Open Molecules 2025 dataset; level of theory: ωB97M-V with the def2-TZVPD basis set.

Element x y z (Å)
C (3.524, -4.780, 3.104)
P (3.789, -3.734, 1.546)
O (4.208, -2.189, 2.181)
N (2.272, -3.612, 0.616)
C (1.190, -4.349, 1.216)
N (0.426, -3.865, 2.335)
P (-0.185, -2.213, 2.016)
P (-2.064, -2.032, 3.136)
O (-2.589, -0.630, 2.984)
O (-1.749, -2.462, 4.743)
O (-3.106, -3.157, 2.434)
N (0.941, -5.521, 0.712)
C (-0.086, -6.481, 1.182)
C (-1.564, -5.955, 1.092)
N (-2.250, -5.818, 0.015)
H (3.010, -4.112, 3.865)
H (2.864, -5.671, 2.950)
H (4.510, -5.111, 3.531)
H (4.583, -2.403, 3.056)
H (2.002, -2.644, 0.412)
H (0.982, -3.889, 3.200)
H (0.734, -1.237, 2.519)
H (-0.855, -2.107, 4.897)
H (-3.104, -3.893, 3.079)
H (1.532, -5.828, -0.067)
H (0.118, -6.769, 2.252)
H (0.026, -7.424, 0.580)
H (-2.090, -5.716, 2.052)
H (-1.646, -6.099, -0.774)
C (-3.085, 1.478, 1.163)
C (-2.285, 0.670, 0.164)
O (-2.964, 0.550, -1.093)
C (-2.950, 1.646, -1.859)
O (-2.421, 2.691, -1.590)
O (-3.648, 1.380, -2.967)
C (-3.806, 2.502, -3.837)
H (-4.086, 1.058, 1.283)
H (-2.590, 1.490, 2.132)
H (-3.212, 2.510, 0.833)
H (-2.160, -0.345, 0.541)
H (-1.284, 1.087, 0.015)
H (-2.842, 2.943, -4.093)
H (-4.455, 3.245, -3.373)
H (-4.279, 2.147, -4.751)
C (0.289, 3.483, -1.528)
C (1.483, 4.398, -1.709)
O (2.541, 4.078, -0.788)
C (3.242, 2.977, -1.079)
O (3.072, 2.254, -2.024)
O (4.159, 2.799, -0.116)
C (4.911, 1.595, -0.252)
H (-0.054, 3.499, -0.492)
H (-0.530, 3.786, -2.175)
H (0.543, 2.447, -1.763)
H (1.186, 5.425, -1.490)
H (1.856, 4.381, -2.736)
H (5.376, 1.528, -1.236)
H (4.268, 0.732, -0.072)
H (5.696, 1.609, 0.503)
C (-3.479, -1.859, -3.889)
C (-4.913, -2.303, -3.685)
O (-5.685, -2.154, -4.883)
C (-5.453, -3.066, -5.832)
O (-4.679, -3.984, -5.762)
O (-6.220, -2.768, -6.886)
C (-5.997, -3.608, -8.018)
H (-3.445, -0.837, -4.271)
H (-2.925, -1.903, -2.950)
H (-2.965, -2.488, -4.618)
H (-5.385, -1.668, -2.934)
H (-4.970, -3.332, -3.321)
H (-6.104, -4.661, -7.757)
H (-5.008, -3.416, -8.435)
H (-6.746, -3.359, -8.767)
C (4.069, 5.585, 1.453)
C (4.985, 4.868, 2.423)
O (5.487, 5.754, 3.434)
C (4.615, 6.091, 4.388)
O (3.476, 5.713, 4.476)
O (5.224, 6.940, 5.222)
C (4.369, 7.463, 6.238)
H (4.573, 6.453, 1.020)
H (3.761, 4.914, 0.649)
H (3.171, 5.956, 1.950)
H (5.857, 4.492, 1.885)
H (4.492, 4.008, 2.884)
H (3.885, 6.662, 6.798)
H (3.624, 8.124, 5.795)
H (4.986, 8.042, 6.923)

Charge = +1
Spin multiplicity = 1
HOMO level = -11.93 eV
E_tot = -3236.399893 a.u.

=====

C3H5Br3Si in the gas phase. Source: the Open Molecules 2025 dataset; level of theory: ωB97M-V with the def2-TZVPD basis set.

Element x y z (Å)
C (0.560, 0.259, -1.340)
C (-0.700, 0.827, -0.894)
C (0.403, 0.674, 0.151)
Si (0.078, -0.918, 1.438)
Br (2.018, -1.821, 1.899)
Br (-0.898, -0.175, 3.231)
Br (-1.170, -2.468, 0.609)
H (0.353, -0.808, -1.565)
H (1.206, 0.838, -1.925)
H (-1.232, 1.741, -1.026)
H (-1.522, 0.157, -0.876)
H (0.905, 1.696, 0.299)

ΔE to the lowest compared entry with this formula, charge and spin = 15.06 kcal/mol
Spin multiplicity = 1
HOMO level = -10.19 eV
E_tot = -8128.933680 a.u.

=====

A molecular structure, H26HeO13. Source: the Open Molecules 2025 dataset; level of theory: ωB97M-V with the def2-TZVPD basis set.

Element x y z (Å)
He (-0.008, 0.057, -0.016)
O (1.940, 2.268, -2.186)
H (1.376, 2.381, -1.421)
H (2.692, 2.836, -2.015)
O (0.422, 2.866, 0.264)
H (0.714, 3.718, 0.589)
H (0.733, 2.241, 0.919)
O (2.706, -0.007, 0.991)
H (2.350, -0.226, 0.130)
H (3.023, 0.891, 0.898)
O (0.852, 1.427, 2.509)
H (0.076, 0.877, 2.619)
H (1.458, 0.889, 2.000)
O (2.622, -0.383, -2.310)
H (2.262, 0.502, -2.376)
H (2.312, -0.828, -3.098)
O (-0.798, -1.751, -2.210)
H (-0.203, -1.791, -1.461)
H (-0.412, -1.094, -2.789)
O (0.759, -2.897, -0.219)
H (0.261, -3.670, 0.050)
H (1.331, -3.212, -0.919)
O (-1.987, 0.611, 3.007)
H (-2.680, 0.663, 3.665)
H (-2.116, 1.386, 2.461)
O (0.794, -2.536, 3.416)
H (0.140, -2.568, 2.718)
H (1.595, -2.867, 3.010)
O (-1.818, -2.057, 2.402)
H (-1.987, -1.119, 2.487)
H (-2.553, -2.387, 1.885)
O (-2.957, -0.426, -0.911)
H (-2.288, -1.057, -1.176)
H (-3.231, -0.009, -1.727)
O (-0.528, 0.679, -3.808)
H (-1.001, 0.312, -4.555)
H (0.396, 0.545, -4.019)
O (-2.343, 2.042, 0.659)
H (-1.513, 2.446, 0.406)
H (-2.393, 1.246, 0.129)

ΔE to the lowest compared entry with this formula, charge and spin = 16.43 kcal/mol
Spin multiplicity = 1
HOMO level = -10.41 eV
E_tot = -996.640081 a.u.

=====

C2H3O3 in the gas phase. Source: the Open Molecules 2025 dataset; level of theory: ωB97M-V with the def2-TZVPD basis set.

Element x y z (Å)
C (0.447, -0.041, 0.167)
C (-0.925, 0.520, -0.333)
O (-1.683, -0.134, 0.599)
O (-0.770, 1.803, -0.133)
O (0.979, -1.194, -0.225)
H (0.914, 0.389, 1.004)
H (-0.796, -0.020, -1.359)
H (1.833, -1.323, 0.280)

ΔE to the lowest compared entry with this formula, charge and spin = 36.54 kcal/mol
Spin multiplicity = 2
HOMO level (alpha / beta) = -10.06 / -9.42 eV
E_tot = -303.521848 a.u.

=====

The lowest E_tot belongs to which entry? C3H5Br3Si